This record from OMol25 describes 13 unconnected molecules or ions with the total composition C64H166N12O20 at a distorted geometry. The level of theory is ωB97M-V/def2-TZVPD.

The geometry in ORCA input format:
```
! wB97M-V def2-TZVPD RIJCOSX def2/J DEFGRID3
* xyz 0 1
C 1.275 -5.958 -0.092
C 2.346 -5.390 -0.985
O 2.709 -6.538 -1.640
H 1.814 -6.495 0.689
H 0.697 -6.783 -0.509
H 0.578 -5.265 0.380
H 3.284 -5.099 -0.512
H 1.910 -4.578 -1.565
H 3.362 -6.940 -1.062
C -4.641 -2.257 -8.434
O -3.337 -1.845 -8.110
C -3.089 -0.626 -8.740
C -3.688 0.552 -7.898
N -3.292 1.835 -8.407
C -1.922 2.194 -8.547
C -1.826 3.568 -9.241
O -0.608 4.276 -8.956
C -0.273 5.264 -9.955
H -5.368 -1.448 -8.360
H -4.917 -3.062 -7.753
H -4.719 -2.744 -9.406
H -3.520 -0.557 -9.739
H -2.019 -0.816 -8.821
H -3.213 0.482 -6.919
H -4.753 0.438 -7.694
H -3.814 2.621 -8.047
H -1.384 1.368 -9.012
H -1.538 2.259 -7.529
H -2.576 4.294 -8.926
H -1.979 3.549 -10.320
H -0.886 6.164 -9.931
H -0.053 4.895 -10.957
H 0.712 5.567 -9.598
C 0.163 -3.501 -8.577
O 1.500 -3.110 -8.236
C 1.808 -3.476 -6.909
C 1.991 -5.007 -6.714
N 2.854 -5.306 -5.579
C 3.119 -6.734 -5.286
C 1.879 -7.692 -5.010
O 1.352 -8.251 -6.242
C 0.051 -8.818 -6.157
H -0.073 -3.144 -9.579
H -0.624 -3.212 -7.880
H 0.062 -4.586 -8.537
H 1.075 -3.128 -6.181
H 2.796 -3.018 -6.952
H 2.497 -5.409 -7.592
H 1.007 -5.475 -6.683
H 2.313 -5.021 -4.776
H 3.868 -6.917 -4.515
H 3.792 -7.186 -6.014
H 1.057 -7.176 -4.515
H 2.188 -8.585 -4.465
H -0.095 -9.481 -5.305
H -0.077 -9.416 -7.059
H -0.740 -8.073 -6.077
C 2.373 3.859 -1.655
O 3.135 2.812 -1.202
C 2.572 2.018 -0.134
C 3.674 1.115 0.313
N 4.303 0.280 -0.674
C 3.379 -0.909 -0.726
C 3.725 -1.821 -1.835
O 3.592 -1.184 -3.026
C 3.688 -2.063 -4.147
H 2.983 4.293 -2.447
H 2.289 4.531 -0.801
H 1.389 3.537 -1.996
H 1.741 1.511 -0.624
H 2.223 2.610 0.712
H 3.399 0.687 1.277
H 4.497 1.800 0.520
H 4.101 0.684 -1.577
H 2.347 -0.575 -0.836
H 3.404 -1.469 0.208
H 2.973 -2.591 -1.658
H 4.660 -2.372 -1.737
H 3.843 -1.378 -4.980
H 2.668 -2.433 -4.251
H 4.466 -2.820 -4.045
C 7.653 0.432 8.670
O 6.667 -0.483 8.264
C 5.518 0.139 7.760
C 4.714 -0.791 6.718
N 5.484 -1.122 5.572
C 5.719 -0.010 4.556
C 6.445 -0.522 3.296
O 6.592 0.625 2.426
C 7.327 0.318 1.228
H 7.200 0.876 9.557
H 7.848 1.209 7.932
H 8.621 -0.003 8.918
H 5.772 0.972 7.106
H 4.776 0.400 8.514
H 3.801 -0.314 6.362
H 4.247 -1.584 7.301
H 6.312 -1.246 6.137
H 6.353 0.795 4.928
H 4.745 0.343 4.216
H 5.922 -1.346 2.811
H 7.458 -0.702 3.658
H 8.383 0.270 1.494
H 7.255 1.168 0.549
H 6.850 -0.490 0.673
C 1.316 9.689 7.067
O 1.952 8.347 7.305
C 3.410 8.390 7.607
C 3.843 6.992 7.939
N 3.258 5.982 7.004
C 4.042 6.168 5.779
C 3.958 4.958 4.762
O 4.544 5.312 3.473
C 4.605 4.199 2.661
H 0.514 9.519 6.348
H 2.070 10.324 6.603
H 0.829 9.978 7.998
H 3.554 9.053 8.460
H 3.929 8.739 6.715
H 3.507 6.649 8.917
H 4.929 6.962 8.033
H 2.313 6.290 6.827
H 5.122 6.154 5.925
H 3.776 7.110 5.299
H 2.945 4.559 4.708
H 4.494 4.110 5.188
H 5.081 4.402 1.702
H 3.667 3.841 2.236
H 5.094 3.327 3.095
C -3.352 -6.437 -1.062
O -4.127 -5.209 -1.288
C -5.442 -5.245 -0.920
C -5.971 -3.970 -1.671
N -6.220 -4.353 -3.046
C -6.097 -3.105 -3.800
C -5.784 -3.655 -5.232
O -4.542 -4.370 -5.377
C -3.493 -3.634 -4.902
H -2.310 -6.225 -1.303
H -3.624 -7.365 -1.563
H -3.483 -6.652 -0.002
H -5.604 -5.082 0.145
H -6.109 -6.020 -1.298
H -5.289 -3.119 -1.658
H -6.870 -3.752 -1.095
H -5.380 -4.846 -3.310
H -5.312 -2.429 -3.463
H -6.987 -2.492 -3.946
H -5.884 -2.776 -5.869
H -6.547 -4.312 -5.649
H -2.636 -4.171 -5.306
H -3.345 -3.702 -3.824
H -3.341 -2.595 -5.195
C 1.111 5.250 -4.711
O 1.035 3.816 -4.475
C 0.335 3.171 -5.553
C -0.468 1.911 -5.011
N -1.670 2.207 -4.261
C -1.461 2.958 -3.073
C -2.732 3.002 -2.178
O -3.567 4.072 -2.525
C -4.407 4.548 -1.477
H 1.373 5.738 -3.772
H 0.080 5.601 -4.758
H 1.656 5.637 -5.572
H 0.851 3.052 -6.506
H -0.485 3.843 -5.806
H 0.101 1.211 -4.400
H -0.761 1.286 -5.854
H -2.455 2.420 -4.861
H -1.082 3.943 -3.346
H -0.682 2.359 -2.599
H -2.329 3.142 -1.175
H -3.143 1.994 -2.142
H -5.022 3.696 -1.188
H -5.001 5.435 -1.698
H -3.800 4.921 -0.653
C 0.609 -0.544 5.703
C -0.302 0.384 6.670
C -0.768 1.663 5.991
O 0.317 2.481 5.717
C 0.014 3.671 5.055
N -1.459 -0.290 7.282
H 1.149 0.190 5.104
H 0.015 -1.189 5.055
H 1.222 -1.194 6.327
H 0.370 0.597 7.501
H -1.664 2.126 6.406
H -1.149 1.236 5.064
H 0.928 4.258 4.966
H -0.497 4.527 5.495
H -0.322 3.368 4.064
H -2.239 -0.595 6.716
H -1.818 0.243 8.061
C -2.943 5.456 4.090
C -2.497 6.587 5.000
C -1.413 7.487 4.438
O -0.194 6.818 4.086
C 1.036 7.445 3.997
N -3.703 7.362 5.313
H -2.053 4.854 3.905
H -3.332 5.891 3.169
H -3.722 4.879 4.587
H -2.203 6.207 5.978
H -1.271 8.177 5.270
H -1.754 8.115 3.615
H 1.602 6.978 3.191
H 1.613 7.340 4.916
H 0.819 8.487 3.761
H -4.345 6.858 5.908
H -3.331 7.987 6.014
C -2.918 -2.142 4.276
C -3.721 -0.789 4.308
C -4.929 -0.802 3.295
O -4.336 -0.913 2.000
C -5.169 -1.398 1.003
N -4.190 -0.617 5.645
H -1.958 -1.936 4.751
H -2.700 -2.509 3.273
H -3.435 -2.954 4.787
H -3.058 0.035 4.042
H -5.401 0.173 3.178
H -5.782 -1.421 3.572
H -5.492 -2.428 1.155
H -4.668 -1.492 0.040
H -6.086 -0.810 0.974
H -5.177 -0.446 5.520
H -4.155 -1.561 6.004
C 0.104 -4.426 3.308
C -0.683 -5.694 3.800
C -1.460 -6.481 2.698
O -2.363 -5.461 2.100
C -3.629 -5.525 2.718
N 0.314 -6.658 4.341
H 1.181 -4.428 3.474
H -0.336 -3.609 3.879
H -0.023 -4.207 2.248
H -1.223 -5.430 4.709
H -2.033 -7.370 2.962
H -0.731 -6.787 1.948
H -4.344 -4.729 2.514
H -3.612 -5.535 3.808
H -4.143 -6.437 2.415
H 0.827 -6.180 5.067
H 1.073 -6.929 3.732
C -2.545 -2.257 -1.100
C -1.897 -0.878 -0.628
C -1.275 -0.731 0.703
O -0.476 0.498 0.851
C -0.315 0.831 2.254
N -0.858 -0.582 -1.562
H -1.868 -3.106 -1.189
H -2.972 -2.224 -2.103
H -3.176 -2.721 -0.343
H -2.609 -0.072 -0.448
H -0.657 -1.598 0.940
H -2.124 -0.764 1.386
H 0.067 -0.032 2.799
H -1.294 1.101 2.649
H 0.323 1.704 2.396
H -0.954 -0.453 -2.560
H -0.437 0.303 -1.317
*
```

- Relative energy (zero: lowest compared OMol25 entry of this formula, charge and spin): 145.9 kcal per mole

Results of the Löwdin charge analysis, in e, for atoms 1 through 5:
1. C -0.0910
2. C -0.3329
3. O -0.0841
4. H 0.0717
5. H 0.0803